[1]
Formula: C15H11CuNO3S
Source: the OMol25 dataset
Level of theory: ωB97M-V with the def2-TZVPD basis set

Calculated values
2S+1 = 2
E = -78821.003 eV
frontier orbital gap (spin up / spin down) = 8.3 / 5.2 eV
HOMO energy (spin up / spin down) = -16.151 / -16.141 eV
total charge = +2

Element x y z (Å)
O (3.11355, -4.01513, 3.27277)
C (3.77886, -3.37196, 2.56567)
Cu (3.15790, -0.35282, -0.13517)
C (4.01257, -1.67370, -1.40187)
C (4.49114, 0.61964, 0.94352)
O (4.49628, -2.35222, -2.22701)
O (5.25167, 1.33168, 1.46798)
N (1.21943, -0.89053, 0.51975)
S (0.58490, 0.24460, -0.58585)
C (-0.86341, -0.54533, -1.31679)
C (-1.77124, -1.22200, -0.52989)
C (-2.82309, -1.92105, -1.15659)
C (-2.95262, -1.87868, -2.54866)
C (-2.03756, -1.15792, -3.32295)
C (-0.97899, -0.49801, -2.70300)
C (-0.00830, 1.42135, 0.60857)
C (-0.33376, 2.71190, 0.18566)
C (-0.98926, 3.58365, 1.06123)
C (-1.35245, 3.13860, 2.34177)
C (-0.98538, 1.85428, 2.76544)
C (-0.22351, 1.02934, 1.91453)
H (0.98182, -1.82183, 0.05268)
H (-1.68368, -1.22459, 0.56912)
H (-3.53069, -2.49567, -0.53832)
H (-3.76333, -2.41409, -3.02905)
H (-2.11873, -1.10283, -4.41363)
H (-0.23772, 0.06316, -3.27700)
H (-0.10378, 3.01896, -0.83687)
H (-1.23598, 4.60005, 0.71799)
H (-1.92079, 3.79379, 3.00256)
H (-1.29560, 1.47102, 3.75374)
H (0.12177, 0.05635, 2.27967)

---

[2]
Formula: C10H16F3INO3
Source: the OMol25 dataset
Level of theory: ωB97M-V with the def2-TZVPD basis set

Calculated values
SMILES = C[C@H](O)CO[C@H]1C[C@H](C[C@H](O)C(F)(F)F)C=[N+]1I
E = -34506.896 eV
frontier orbital gap = 8.6 eV
HOMO energy = -13.472 eV
total charge = +1

Element x y z (Å)
C (-3.37473, 2.20058, 0.39160)
C (-1.92087, 2.53919, 0.71616)
O (-1.23612, 2.87660, -0.49143)
C (-1.23918, 1.29283, 1.19332)
O (0.11040, 1.61853, 1.52476)
C (0.85948, 0.59431, 2.07318)
C (0.55820, -0.84132, 1.68317)
C (1.17217, -0.80026, 0.26964)
C (1.15941, -2.02618, -0.60079)
C (0.93093, -1.68198, -2.07222)
O (-0.22170, -0.87704, -2.24957)
C (0.76483, -2.95861, -2.93987)
F (-0.34725, -2.93066, -3.60197)
F (1.72927, -3.01780, -3.82845)
F (0.74146, -4.04764, -2.21838)
C (2.47677, -0.13580, 0.63463)
N (2.27705, 0.64604, 1.59833)
I (3.63787, 1.87139, 2.52477)
H (-3.69431, 1.38618, 1.03341)
H (-4.02693, 3.03839, 0.57174)
H (-3.47671, 1.83782, -0.62170)
H (-1.83105, 3.35456, 1.42625)
H (-1.87133, 3.16290, -1.15765)
H (-1.76185, 0.86643, 2.04738)
H (-1.31903, 0.59490, 0.36472)
H (0.84358, 0.76856, 3.14825)
H (1.17375, -1.46553, 2.32577)
H (-0.44398, -1.21905, 1.80323)
H (0.63887, 0.01450, -0.22636)
H (2.04706, -2.63756, -0.49887)
H (0.32676, -2.64613, -0.29084)
H (1.79837, -1.13068, -2.42177)
H (0.08855, 0.03576, -2.27691)
H (3.43023, -0.28322, 0.16645)

---

[3]
Formula: C4H11N2O2
Source: the OMol25 dataset
Level of theory: ωB97M-V with the def2-TZVPD basis set

Calculated values
E = -11402.327 eV
ΔE to the lowest compared entry with this formula, charge and spin = 166.1 kJ/mol
frontier orbital gap = 8.2 eV
HOMO energy = -4.258 eV
total charge = -1

Element x y z (Å)
C (2.09149, -1.50234, 1.80563)
N (1.06219, -0.68172, 1.63697)
C (0.08905, -0.70433, 2.72099)
O (2.36516, -2.19590, 2.79217)
H (2.76735, -1.53193, 0.92229)
H (0.48427, -0.67007, 0.43075)
H (0.55928, -0.47716, 3.68044)
H (-0.38595, -1.68643, 2.82389)
H (-0.67762, 0.04234, 2.52352)
C (-0.26503, 0.62355, -1.09168)
O (-0.02652, -0.63722, -0.61165)
C (-1.30272, 0.57893, -2.21700)
N (-1.43567, 1.81010, -3.00392)
H (-0.63884, 1.31194, -0.30959)
H (0.64337, 1.11533, -1.48948)
H (-1.01660, -0.24600, -2.86938)
H (-2.26941, 0.32886, -1.78852)
H (-1.42935, 2.60940, -2.36881)
H (-0.61446, 1.91264, -3.58664)

---

[4]
Formula: ClH16O8
Source: the OMol25 dataset
Level of theory: ωB97M-V with the def2-TZVPD basis set

Calculated values
E = -29166.250 eV
ΔE to the lowest compared entry with this formula, charge and spin = 43.8 kJ/mol
frontier orbital gap = 9.9 eV
HOMO energy = -6.870 eV
total charge = -1

Element x y z (Å)
Cl (-16.85550, 6.97277, -22.29057)
O (-18.05417, 4.30623, -23.92808)
H (-17.88876, 5.13799, -23.45411)
H (-18.78730, 3.90922, -23.44959)
O (-14.28875, 8.63959, -20.94171)
H (-13.88317, 8.53063, -20.07761)
H (-15.05051, 8.03448, -20.94289)
O (-14.32047, 5.20935, -20.49143)
H (-15.27482, 5.20357, -20.64962)
H (-14.22509, 5.53832, -19.59317)
O (-14.86165, 4.76103, -24.60406)
H (-15.57288, 5.22114, -24.13748)
H (-15.20819, 4.65395, -25.49443)
O (-13.95315, 8.44910, -23.96547)
H (-13.96967, 9.12902, -23.28518)
H (-14.44241, 7.72608, -23.54852)
O (-19.95906, 7.20244, -21.52392)
H (-18.99018, 7.10703, -21.63654)
H (-20.10445, 8.14943, -21.60642)
O (-17.05288, 10.14533, -23.03983)
H (-16.31590, 10.42811, -22.48994)
H (-17.11832, 9.18916, -22.85445)
O (-17.57251, 4.27935, -20.47684)
H (-18.41020, 4.36417, -20.01072)
H (-17.43721, 5.15460, -20.87619)